[1]
Computed, not measured: a 2-piece molecular cluster, C2H5NS overall at a distorted geometry, with ωB97M-V with the def2-TZVPD basis set.

XYZ file:
```
9
Properties=species:S:1:pos:R:3:forces:R:3
C -1.1425 -0.4291 0.0271 3.1 -0.8 0.2
C 1.2431 0.8835 -0.1355 -0.1 2.0 -0.6
N -2.2483 -0.9019 -0.1529 -0.6 -0.3 0.8
S -0.5041 1.1650 -0.1506 -0.8 -0.4 -0.1
H 0.5438 -1.3895 0.4151 -2.6 0.8 -0.3
H 1.5570 0.9671 -1.2281 0.4 0.9 1.8
H 1.4616 -0.1385 0.0636 -0.1 -1.1 0.8
H 1.5022 1.5749 0.7453 0.9 -0.9 -2.0
H -2.4127 -1.7314 0.4159 -0.1 -0.3 -0.6
```
Forces are in eV/Å.

Properties
**Molecular weight**: 75.14 g mol⁻¹
**LUMO energy (alpha / beta)**: 0.04 / 0.04 eV
**F_max**: 3.21 eV/Å
**Relative energy (zero: lowest compared OMol25 entry of this formula, charge and spin)**: 412.92 kJ/mol
**Kohn-Sham gap (alpha / beta)**: 8.70 / 8.70 eV

[2]
Computed, not measured: one molecule with the formula C2H5NS at a distorted geometry, with ωB97M-V with the def2-TZVPD basis set.

XYZ file:
```
9
Properties=species:S:1:pos:R:3:forces:R:3
C 0.8646 0.0296 -1.2684 -2.1 -0.5 1.3
C 0.2715 0.0343 0.1679 -2.7 -0.3 1.2
N -0.9757 -0.1367 0.5981 3.4 -0.1 -3.6
S -1.3916 -0.0138 2.1920 0.4 0.3 0.7
H 1.7936 -0.6501 -1.3306 -1.8 1.0 -0.1
H -0.0679 -0.2047 -1.9005 2.0 0.1 0.2
H 1.1449 1.0952 -1.3527 0.1 -0.5 -0.6
H 0.9681 0.3334 0.9106 1.1 0.2 0.8
H -2.6075 -0.4873 1.9836 -0.5 -0.1 0.1
```
Forces are in eV/Å.

Properties
**Molecular weight**: 75.14 g mol⁻¹
**SMILES**: C/C=N/S
**LUMO energy**: 1.00 eV
**F_max**: 4.95 eV/Å
**Relative energy (zero: lowest compared OMol25 entry of this formula, charge and spin)**: 147.62 kJ/mol
**Kohn-Sham gap**: 9.68 eV

[3]
Computed, not measured: one molecule with the formula C2H5NS at a distorted geometry, with ωB97M-V with the def2-TZVPD basis set.

XYZ file:
```
9
Properties=species:S:1:pos:R:3:forces:R:3
C 1.3306 -1.0525 -0.0220 -1.5 0.3 1.4
C 0.2481 0.0230 0.0515 1.1 1.8 -1.3
N 0.7991 1.2992 0.0309 0.6 -0.7 -0.2
S -1.3697 -0.1594 -0.0074 -0.1 -0.5 0.2
H 0.8453 -2.0274 -0.0244 0.4 0.0 0.1
H 2.0215 -0.9458 -0.8159 0.3 0.3 -1.3
H 1.9464 -0.8746 0.8494 0.1 -0.5 0.6
H 0.2095 2.1179 -0.1839 0.6 -1.0 0.3
H 1.8276 1.3631 -0.0993 -1.4 0.2 0.1
```
Forces are in eV/Å.

Properties
**Molecular weight**: 75.14 g mol⁻¹
**SMILES**: CC(N)=S
**LUMO energy**: 0.70 eV
**F_max**: 2.53 eV/Å
**Relative energy (zero: lowest compared OMol25 entry of this formula, charge and spin)**: 0.00 kJ/mol
**Kohn-Sham gap**: 9.15 eV

[4]
Computed, not measured: C2H5NS as an isolated structure at a distorted geometry, with ωB97M-V with the def2-TZVPD basis set.

XYZ file:
```
9
Properties=species:S:1:pos:R:3:forces:R:3
C 0.6369 0.1810 -0.5111 -3.7 0.2 -0.2
C -1.1306 0.4420 0.3378 4.0 -3.0 -1.4
N 1.3180 -1.0724 -0.3496 -2.7 -2.3 0.8
S 1.9986 0.1995 0.6042 0.2 0.9 0.2
H 0.5685 0.4930 -1.6038 0.5 0.3 1.7
H -1.1185 1.4574 0.1456 -0.7 2.0 0.0
H -0.9920 0.1296 1.3858 -0.1 0.3 -0.6
H -1.8635 -0.1697 -0.2127 0.4 0.5 0.2
H 0.5826 -1.6605 0.2038 2.2 1.0 -0.7
```
Forces are in eV/Å.

Properties
**Molecular weight**: 75.14 g mol⁻¹
**LUMO energy**: 0.78 eV
**F_max**: 5.19 eV/Å
**Relative energy (zero: lowest compared OMol25 entry of this formula, charge and spin)**: 309.41 kJ/mol
**Kohn-Sham gap**: 9.44 eV

[5]
Computed, not measured: one molecule with the formula C2H5NS2 at a distorted geometry, with ωB97M-V with the def2-TZVPD basis set.

XYZ file:
```
10
Properties=species:S:1:pos:R:3:forces:R:3
C 0.9664 0.3467 0.4147 0.8 -1.2 -0.1
C -0.4966 0.4341 0.5873 -3.1 1.4 3.8
N -1.4533 0.6348 -0.3530 2.3 -1.5 -3.7
S -1.1908 1.1162 2.1515 1.1 0.3 -0.8
S -1.2410 -0.9313 2.2175 0.6 -0.4 -0.9
H 1.4395 0.1505 1.3771 -0.3 0.0 0.1
H 1.4761 1.2218 0.0252 -0.5 0.4 -0.3
H 1.2368 -0.5125 -0.2066 -0.1 0.1 -0.2
H -2.4345 0.6559 -0.1454 0.1 0.0 0.5
H -1.2169 0.1850 -1.2872 -0.7 0.8 1.6
```
Forces are in eV/Å.

Properties
**Molecular weight**: 107.20 g mol⁻¹
**SMILES**: CC1(N)SS1
**LUMO energy**: 0.41 eV
**F_max**: 5.08 eV/Å
**Relative energy (zero: lowest compared OMol25 entry of this formula, charge and spin)**: 137.19 kJ/mol
**Kohn-Sham gap**: 7.89 eV

[6]
Computed, not measured: one molecule with the formula C2H5NS2 at a distorted geometry, with ωB97M-V with the def2-TZVPD basis set.

XYZ file:
```
10
Properties=species:S:1:pos:R:3:forces:R:3
C -1.7102 -0.8155 1.1576 -0.3 0.7 1.5
C -0.4580 -0.3725 0.5000 1.0 -1.3 -0.3
S 1.0412 -0.9499 0.8514 0.2 -0.1 0.4
N -0.6634 0.4565 -0.5056 2.0 -0.9 0.6
S 0.4494 1.2824 -1.4283 1.0 0.6 -0.7
H -1.5400 -1.5783 1.8741 0.4 -1.2 0.2
H -2.0441 -0.0440 1.8486 -0.2 0.6 -0.2
H -2.5563 -1.0736 0.5491 -0.1 -0.1 -0.7
H -1.5595 0.7336 -0.5115 -3.7 1.7 -0.8
H 1.5038 0.5746 -0.9359 -0.3 0.0 0.0
```
Forces are in eV/Å.

Properties
**Molecular weight**: 107.20 g mol⁻¹
**SMILES**: CC(=S)NS
**LUMO energy**: 0.60 eV
**F_max**: 4.19 eV/Å
**Relative energy (zero: lowest compared OMol25 entry of this formula, charge and spin)**: 104.34 kJ/mol
**Kohn-Sham gap**: 9.13 eV

[7]
Computed, not measured: one molecule with the formula C2H5NS2 at a distorted geometry, with ωB97M-V with the def2-TZVPD basis set.

XYZ file:
```
10
Properties=species:S:1:pos:R:3:forces:R:3
C 2.2258 1.0270 0.0343 -3.5 3.6 1.9
S 1.7178 -0.5477 -0.0430 1.0 -7.1 0.8
C 0.0177 -0.7337 0.0267 -2.8 2.7 1.0
N -0.6922 0.3755 0.0401 -0.6 -2.3 -0.5
S -2.4718 0.0511 0.0089 0.9 2.9 -0.6
H 2.0014 1.5182 1.0991 0.4 -0.7 -2.6
H 1.5364 1.2761 -0.7969 0.7 2.3 0.5
H 3.2284 1.0598 -0.2287 1.7 0.1 -0.5
H -0.5064 -1.7355 0.2340 1.5 1.1 -0.8
H -2.8116 1.4380 -0.4082 0.6 -2.6 0.8
```
Forces are in eV/Å.

Properties
**Molecular weight**: 107.20 g mol⁻¹
**SMILES**: CS/C=N/S
**LUMO energy**: 0.69 eV
**F_max**: 7.26 eV/Å
**Relative energy (zero: lowest compared OMol25 entry of this formula, charge and spin)**: 274.46 kJ/mol
**Kohn-Sham gap**: 8.90 eV

[8]
Computed, not measured: a 2-piece molecular cluster, C2H5NS2 overall at a distorted geometry, with ωB97M-V with the def2-TZVPD basis set.

XYZ file:
```
10
Properties=species:S:1:pos:R:3:forces:R:3
C -2.4269 -0.2656 -0.2991 0.4 -2.0 -1.4
N -1.0788 -0.0846 0.1498 0.4 0.8 0.4
C -0.1505 -0.7556 0.4656 -1.5 0.6 -0.6
S 1.0291 -1.6872 0.8167 1.4 -0.8 0.5
H -2.5574 -1.4239 -0.1547 -0.5 2.2 -1.1
H -3.1639 0.2287 0.2879 -0.3 0.5 0.9
H -2.5334 0.1989 -1.3467 0.1 -1.3 1.3
S 4.2059 1.0122 0.3216 -0.1 0.7 -0.9
H 3.7723 1.8013 -0.6978 1.0 0.0 0.0
H 2.9036 0.9757 0.4568 -0.9 -0.7 0.9
```
Forces are in eV/Å.

Properties
**Molecular weight**: 107.20 g mol⁻¹
**SMILES**: CN=C=S.S
**LUMO energy**: 0.60 eV
**F_max**: 2.48 eV/Å
**Relative energy (zero: lowest compared OMol25 entry of this formula, charge and spin)**: 134.75 kJ/mol
**Kohn-Sham gap**: 9.89 eV

[9]
Computed, not measured: a 2-piece molecular cluster, C2H5O2PS2 overall at a distorted geometry, with ωB97M-V with the def2-TZVPD basis set.

XYZ file:
```
12
Properties=species:S:1:pos:R:3:forces:R:3
H 0.4160 0.1755 -1.0827 0.0 -0.2 0.5
P 0.1208 0.4989 -2.3991 0.2 0.5 -0.8
C 1.7053 1.0856 -2.6215 0.3 -2.3 5.2
O 2.3179 1.5305 -3.6545 1.1 0.8 -1.3
H 2.4261 0.8958 -1.7579 -0.9 0.7 -1.0
H 1.6401 1.3555 -4.2736 -0.7 0.4 -2.6
O -2.5245 -1.3558 3.0631 -0.7 0.4 -0.5
C -2.1507 -0.4444 2.3708 0.2 0.4 -0.5
S -0.4136 -0.0138 2.2104 -0.4 -1.0 0.1
S 0.2897 -1.8380 3.0403 0.1 0.8 -0.2
H -2.8233 0.1845 1.7100 0.6 -0.4 0.9
H -1.0038 -2.0743 3.3948 0.3 -0.3 0.2
```
Forces are in eV/Å.

Properties
**Molecular weight**: 156.17 g mol⁻¹
**SMILES**: [H]/P=C/O.O=CSS
**LUMO energy**: -0.06 eV
**F_max**: 5.70 eV/Å
**Relative energy (zero: lowest compared OMol25 entry of this formula, charge and spin)**: 354.92 kJ/mol
**Kohn-Sham gap**: 8.77 eV

[10]
Computed, not measured: a 2-piece molecular cluster, C2H5O2S overall at a distorted geometry, with ωB97M-V with the def2-TZVPD basis set.

XYZ file:
```
10
Properties=species:S:1:pos:R:3:forces:R:3
C 0.8125 -0.9419 -1.3772 0.6 -0.8 0.7
S -0.5152 -1.8679 -0.5382 -0.1 0.5 0.4
H 0.8006 0.1202 -1.1716 -0.6 0.2 -0.3
H 0.7721 -1.2309 -2.4225 0.0 0.5 -0.2
H 1.7810 -1.2579 -0.9755 -0.1 -0.2 -0.1
O 0.1098 1.2140 2.4238 -0.1 -0.7 -0.3
C -0.6927 1.4778 1.5106 0.2 1.0 0.7
O -1.3967 0.7572 0.7636 0.3 -0.2 0.1
H -0.8140 2.5951 1.3875 -0.2 -0.1 -0.4
H -0.8574 -0.8656 0.3995 0.1 -0.3 -0.6
```
Forces are in eV/Å.

Properties
**Molecular weight**: 93.13 g mol⁻¹
**Total charge**: -1
**LUMO energy**: 3.68 eV
**F_max**: 1.24 eV/Å
**Relative energy (zero: lowest compared OMol25 entry of this formula, charge and spin)**: 49.71 kJ/mol
**Kohn-Sham gap**: 7.98 eV

[11]
Computed, not measured: a 2-piece molecular cluster, C2H5O2S overall at a distorted geometry, with ωB97M-V with the def2-TZVPD basis set.

XYZ file:
```
10
Properties=species:S:1:pos:R:3:forces:R:3
C 0.0134 -0.6729 -2.0647 1.4 0.4 2.3
S 0.0213 1.0178 -1.2782 -0.6 -0.9 0.2
H 1.0854 -0.9652 -2.0154 -0.8 -0.2 -0.5
H -0.5136 -1.3179 -1.3145 0.1 0.4 -1.2
H -0.3580 -0.6015 -3.0586 -0.4 -0.4 -0.6
O 1.1219 -0.2437 1.7655 -1.3 -0.6 0.6
C -0.0918 -0.4724 2.0264 1.8 1.2 1.5
O -1.0383 -0.5588 1.2331 -0.8 -0.4 -0.6
H -0.3850 -0.4692 3.1758 0.4 -0.3 -1.3
H -0.3688 0.3600 -0.0951 0.2 0.8 -0.2
```
Forces are in eV/Å.

Properties
**Molecular weight**: 93.13 g mol⁻¹
**Total charge**: -1
**LUMO energy**: 3.70 eV
**F_max**: 2.70 eV/Å
**Relative energy (zero: lowest compared OMol25 entry of this formula, charge and spin)**: 72.01 kJ/mol
**Kohn-Sham gap**: 7.93 eV

[12]
Computed, not measured: C2H5O2S as an isolated structure at a distorted geometry, with ωB97M-V with the def2-TZVPD basis set.

XYZ file:
```
10
Properties=species:S:1:pos:R:3:forces:R:3
C 1.3513 1.2882 -1.2271 -1.2 -1.8 -1.1
C -0.6715 -0.7785 0.3463 0.0 0.1 -1.8
O -1.3998 -0.0078 -2.1052 -0.2 0.2 -0.4
O 0.3793 -1.7455 -1.8790 0.1 0.6 -0.3
S -0.1539 -0.4340 -1.4661 0.6 -0.2 1.3
H 0.5674 1.6740 -0.5889 -0.4 0.7 0.7
H 1.0695 1.7668 -2.2156 0.2 -0.5 0.5
H -1.7340 -0.6723 0.5564 0.1 0.3 -0.3
H -0.3062 -1.7171 0.6935 0.3 -0.8 -0.1
H -0.0503 -0.0317 0.7247 0.6 1.4 1.6
```
Forces are in eV/Å.

Properties
**Molecular weight**: 93.13 g mol⁻¹
**Total charge**: -1
**LUMO energy**: 4.20 eV
**F_max**: 2.45 eV/Å
**Relative energy (zero: lowest compared OMol25 entry of this formula, charge and spin)**: 424.04 kJ/mol
**Kohn-Sham gap**: 7.82 eV

Number 1: DFT total energy -531.98529 a.u.. Number 2: DFT total energy -532.08634 a.u.. Number 3: DFT total energy -532.14257 a.u.. Number 4: DFT total energy -532.02472 a.u.. Number 5: DFT total energy -930.28720 a.u.. Number 6: DFT total energy -930.29971 a.u.. Number 7: DFT total energy -930.23492 a.u.. Number 8: DFT total energy -930.28813 a.u.. Number 9: DFT total energy -1367.32327 a.u.. Number 10: DFT total energy -627.92188 a.u.. Number 11: DFT total energy -627.91339 a.u.. Number 12: DFT total energy -627.77931 a.u..